A gas-phase ion, C7H13N2O2S (charge +1) at a distorted geometry, computed with ωB97M-V/def2-TZVPD.

net charge	+1
HOMO level (spin up / spin down)	-14.28 / -14.28	eV
max |F|	6.4	eV/A
orbital gap (spin up / spin down)	6.50 / 6.50	eV
DFT total energy	-932.24284	Eh

Last column: natural (NBO) charge in e.
Element x y z (Å)
N1 1.473 1.945 -1.781  -0.444
H1 -0.263 0.968 1.667  0.243
H2 2.230 2.458 -2.052  0.404
H3 0.015 -0.294 2.897  0.207
C1 0.302 -1.482 1.246  -0.262
H4 -2.262 -0.079 1.460  0.227
C2 0.670 1.411 -2.624  0.628
O1 0.491 2.021 -3.663  -0.439
C3 0.401 -0.825 -1.164  0.748
S1 1.988 0.433 0.422  0.365
H5 1.702 -0.771 2.725  0.234
H6 0.414 -1.909 3.316  0.266
O2 0.754 -1.933 -1.357  -0.434
H7 1.072 -2.275 0.926  0.272
C4 0.665 -1.083 2.634  -0.624
C5 -0.584 0.782 0.577  -0.244
N2 0.311 -0.390 0.345  -0.386
C6 -0.157 0.172 -2.161  -0.663
H8 -1.120 0.548 -2.140  0.289
H9 -0.641 -1.884 1.100  0.233
H10 -0.070 -0.432 -3.053  0.301
H11 -2.648 1.181 0.430  0.254
H12 -0.506 1.653 -0.021  0.256
H13 -2.195 -0.509 -0.240  0.220
C7 -2.041 0.294 0.509  -0.651

=====

A molecular structure, C16H20NOSSn at a distorted geometry, computed with ωB97M-V/def2-TZVPD.

net charge	-1
HOMO level (spin up / spin down)	-2.17 / -3.33	eV
max |F|	2.8	eV/A
orbital gap (spin up / spin down)	5.07 / 6.22	eV
DFT total energy	-1364.01319	Eh

Last column: natural (NBO) charge in e.
Element x y z (Å)
S1 0.505 0.015 2.660  -0.293
O1 1.019 1.730 -1.013  -0.927
H1 2.924 1.357 -4.098  0.205
N1 -1.225 -2.176 3.253  -0.444
H2 -0.272 2.471 -2.989  0.220
H3 0.403 -2.022 -3.102  0.204
H4 1.159 -2.513 1.178  0.241
C1 -1.986 1.169 0.340  -0.467
C2 -1.830 0.565 -0.992  -0.485
C3 -2.678 0.208 1.149  -0.253
C4 0.659 2.589 -3.562  -0.654
C5 -2.433 -0.739 -0.931  -0.242
H5 2.281 -0.235 -2.395  0.220
C6 2.032 2.620 -0.463  -0.061
H6 2.987 2.066 -0.354  0.156
H7 2.962 4.191 -1.692  0.185
Sn1 0.150 0.265 0.152  1.647
H8 0.559 3.523 -4.145  0.181
H9 -3.490 -1.814 0.708  0.217
C7 -0.515 -1.270 2.972  0.064
H10 -2.545 -1.415 -1.776  0.215
C8 3.110 2.140 -3.361  -0.668
C9 -2.938 -0.932 0.367  -0.294
H11 -1.567 1.113 -1.898  0.250
C10 2.053 3.595 -1.629  -0.484
H12 -1.811 2.224 0.563  0.243
H13 1.162 4.233 -1.576  0.200
C11 0.760 -1.849 -2.089  -0.316
H14 -0.271 -3.454 -0.924  0.213
C12 1.733 -0.892 -1.725  -0.289
H15 1.736 3.070 0.503  0.165
C13 1.119 -2.099 0.175  -0.344
C14 0.397 -2.596 -0.938  -0.295
H16 3.617 2.958 -3.899  0.186
H17 3.823 1.761 -2.622  0.206
H18 -3.016 0.373 2.170  0.222
H19 2.815 -0.585 0.248  0.243
C15 1.984 -1.030 -0.303  -0.521
H20 0.716 1.768 -4.288  0.203
C16 1.861 2.605 -2.730  0.154

=====

A molecular structure, C27H36CrFN2O6P at a distorted geometry, computed with ωB97M-V/def2-TZVPD.

net charge	0
spin multiplicity	5
HOMO level (spin up / spin down)	-5.04 / -7.85	eV
max |F|	1.3	eV/A
orbital gap (spin up / spin down)	5.08 / 7.86	eV
DFT total energy	-3097.24732	Eh
expectation value of S²	6.125

Last column: Löwdin charge in e.
Element x y z (Å)
H1 -1.260 5.176 -1.843  0.131
C1 -3.098 -0.030 1.597  -0.006
H2 5.934 3.394 -4.177  0.091
C2 -3.249 -1.235 0.670  -0.610
C3 2.062 -0.397 2.525  -0.158
C4 3.692 -0.137 -0.489  -0.117
H3 5.534 -0.359 -1.552  0.102
C5 0.110 0.087 4.000  -0.047
C6 0.379 -2.138 3.125  -0.038
O1 -0.800 0.206 -0.441  -0.262
H4 3.567 3.429 -1.807  0.116
O2 0.109 6.555 -1.129  -0.053
O3 -1.076 -1.778 -1.877  -0.130
H5 -4.056 0.470 1.728  0.096
C7 -0.774 -2.536 3.767  0.001
C8 0.982 3.840 -0.665  0.051
H6 -1.491 -4.057 -0.557  0.082
C9 5.765 2.139 -2.691  -0.222
H7 3.675 -1.149 -0.105  0.120
C10 -1.781 -4.088 -1.604  -0.022
H8 -1.671 5.921 -0.277  0.118
H9 0.489 1.089 4.138  0.117
C11 -0.247 2.624 1.441  -0.138
H10 6.567 2.567 -2.065  0.131
H11 -4.212 -3.172 0.672  0.082
O4 -1.971 -1.878 0.543  -0.146
C12 2.608 1.925 -0.582  -0.182
H12 -1.132 -3.552 3.699  0.123
H13 -1.623 0.391 5.245  0.122
C13 4.673 1.623 -1.796  -0.197
H14 -2.472 -2.654 -3.858  0.085
C14 -0.803 3.771 0.925  -0.016
H15 -4.723 -0.292 -0.590  0.093
H16 1.479 4.283 -1.511  0.122
C15 3.622 2.421 -1.434  0.047
C16 0.853 -0.816 3.217  -0.339
C17 -1.050 -0.298 4.642  -0.022
H17 -3.872 -2.543 2.287  0.081
H18 1.132 -2.788 -2.920  0.094
C18 -4.193 -2.273 1.283  -0.010
C19 0.531 -3.517 -2.380  -0.027
O5 5.249 3.127 -3.556  -0.057
H19 -3.048 -0.116 -1.152  0.075
H20 -2.835 -3.830 -1.682  0.081
C20 -1.440 -2.997 -3.846  -0.020
O6 0.487 -1.836 0.190  -0.300
C21 -0.187 4.377 -0.195  -0.192
N1 0.842 2.045 0.954  -0.037
H21 -5.198 -1.859 1.333  0.090
H22 0.639 -4.492 -2.850  0.089
H23 2.745 -1.231 2.368  0.071
Cr1 1.005 0.085 0.814  0.844
C22 -1.475 -1.611 4.524  -0.290
H24 -2.383 0.664 1.160  0.062
H25 2.578 0.409 3.043  0.076
C23 -0.937 -3.100 -2.403  -0.625
H26 -1.380 -3.967 -4.334  0.088
C24 -0.842 5.539 -0.888  -0.223
H27 -3.888 -1.661 -1.343  0.080
H28 0.945 -2.860 2.553  0.119
H29 -0.312 7.265 -1.623  0.088
P1 -0.805 -1.296 -0.391  0.290
C25 4.721 0.300 -1.296  -0.027
H30 -2.729 -0.353 2.567  0.069
H31 6.196 1.306 -3.263  0.122
F1 -2.597 -2.001 5.178  0.046
C26 -3.765 -0.794 -0.697  -0.026
C27 1.498 2.654 -0.100  -0.194
H32 -1.692 4.193 1.360  0.103
H33 0.889 -3.559 -1.354  0.070
H34 -0.683 2.129 2.301  0.104
N2 2.665 0.619 -0.136  -0.020
H35 -0.836 -2.280 -4.395  0.088
H36 -1.636 -5.093 -1.992  0.092

=====

Q: Among the records above, which one has the highest max |F|?
A: C7H13N2O2S